No. 1
The following is a DFT calculation (wB97M-V/def2-TZVPD) of 11 unconnected molecules or ions with the total composition C44H91BBrClN3O32 in a non-equilibrium geometry.

Element x y z (Å)
C (-0.60968, 3.67593, 1.88925)
C (0.14947, 3.02557, 0.73944)
O (-0.23920, 3.57985, -0.53661)
B (-1.00776, 2.81398, -1.34550)
O (-0.52886, 1.94802, -2.26233)
N (-2.51500, 3.00374, -1.25241)
C (-3.21689, 2.17377, -0.56279)
N (-4.55743, 2.42790, -0.35815)
C (-5.47537, 1.26933, -0.46271)
C (-6.91843, 1.74368, -0.71426)
C (-7.75710, 1.65795, 0.55448)
C (-7.52686, 0.82982, -1.78192)
N (-2.47240, 1.07187, -0.10179)
Br (-2.89636, 0.62211, 1.66971)
C (-2.51690, -0.11257, -1.00600)
C (-1.34696, -1.08894, -0.75832)
C (-0.75673, -1.55486, -2.09231)
Cl (-2.06096, -2.51252, 0.08431)
C (-3.08286, 4.16284, -1.95155)
C (-2.23739, 4.55171, -3.16320)
C (-3.25801, 5.36596, -0.99777)
C (-4.65940, 5.96364, -1.12304)
H (-0.76177, 2.93069, 2.66443)
H (-1.55871, 4.09321, 1.56690)
H (-0.02097, 4.46792, 2.33838)
H (0.06764, 1.94179, 0.76806)
H (1.20167, 3.25341, 0.86947)
H (0.27550, 2.28534, -2.68205)
H (-4.70598, 2.95260, 0.49755)
H (-5.16620, 0.60064, -1.25506)
H (-5.49040, 0.72715, 0.47953)
H (-6.92832, 2.76682, -1.08278)
H (-7.58966, 0.71749, 1.07595)
H (-7.53275, 2.45891, 1.25834)
H (-8.81689, 1.72380, 0.33180)
H (-6.99730, 0.97911, -2.72147)
H (-7.39117, -0.21531, -1.50857)
H (-8.58747, 1.01559, -1.90714)
H (-3.45385, -0.64903, -0.91498)
H (-2.39299, 0.28631, -2.00821)
H (-0.59884, -0.63022, -0.12449)
H (-0.53909, -2.61530, -2.03903)
H (0.17957, -1.05272, -2.31627)
H (-1.46069, -1.43123, -2.90869)
H (-4.07198, 3.93759, -2.32967)
H (-1.34909, 5.11531, -2.88861)
H (-2.85787, 5.22363, -3.74947)
H (-2.01902, 3.70537, -3.80660)
H (-3.04899, 5.07637, 0.02990)
H (-2.53739, 6.13918, -1.24838)
H (-4.74675, 6.48967, -2.06898)
H (-4.90097, 6.61639, -0.29288)
H (-5.40286, 5.16951, -1.15166)
C (-1.46783, 7.93132, 2.45884)
O (-1.91087, 8.28432, 3.76777)
C (-1.65874, 7.36696, 4.70217)
O (-1.11368, 6.30749, 4.51671)
O (-2.10884, 7.82029, 5.86355)
C (-1.90422, 6.93461, 6.97283)
H (-1.73682, 8.76128, 1.81236)
H (-0.38832, 7.79247, 2.44076)
H (-1.96597, 7.02488, 2.11565)
H (-0.84376, 6.75213, 7.13171)
H (-2.42545, 5.99334, 6.81215)
H (-2.31908, 7.43629, 7.84083)
C (1.57513, -3.69248, -6.59678)
O (0.64560, -2.60673, -6.48763)
C (1.07502, -1.58845, -5.75262)
O (2.13801, -1.51018, -5.19445)
O (0.12587, -0.64663, -5.74791)
C (0.48149, 0.52556, -5.01869)
H (1.09458, -4.44146, -7.21782)
H (2.49625, -3.36176, -7.07149)
H (1.79023, -4.11329, -5.61705)
H (1.35509, 1.00566, -5.45876)
H (0.66920, 0.28033, -3.97344)
H (-0.36797, 1.20061, -5.08633)
C (3.47947, -7.14989, 2.71878)
O (2.54762, -7.02592, 1.63744)
C (1.85630, -5.88902, 1.68063)
O (1.92816, -5.05328, 2.54350)
O (1.04366, -5.83216, 0.62210)
C (0.19553, -4.67961, 0.62482)
H (3.98300, -8.10510, 2.60662)
H (4.21504, -6.35035, 2.66776)
H (2.96978, -7.12518, 3.67926)
H (0.78268, -3.76185, 0.63684)
H (-0.47032, -4.70703, 1.48499)
H (-0.38905, -4.72211, -0.28676)
C (6.00935, -5.73363, 0.19593)
O (7.38919, -5.37617, 0.12407)
C (8.07908, -5.63573, 1.23640)
O (7.63632, -6.14196, 2.23444)
O (9.33172, -5.23089, 1.05066)
C (10.18990, -5.44222, 2.17919)
H (5.56980, -5.46004, -0.75872)
H (5.88787, -6.80365, 0.35350)
H (5.51429, -5.17670, 0.99048)
H (10.25625, -6.50003, 2.41829)
H (9.83405, -4.88439, 3.04279)
H (11.17247, -5.07898, 1.89583)
C (-12.57687, 0.19142, -3.82589)
O (-13.45932, 1.26060, -3.48003)
C (-12.93870, 2.16178, -2.65142)
O (-11.82399, 2.13998, -2.19349)
O (-13.86106, 3.08990, -2.41585)
C (-13.44314, 4.13331, -1.53268)
H (-13.13230, -0.45540, -4.49770)
H (-11.69337, 0.57197, -4.33499)
H (-12.28603, -0.36870, -2.93926)
H (-12.59437, 4.67201, -1.94932)
H (-13.18699, 3.72949, -0.55524)
H (-14.28902, 4.80667, -1.43690)
C (3.28074, 5.11495, -8.70437)
O (3.87167, 3.83409, -8.93730)
C (3.34176, 2.84246, -8.22940)
O (2.43739, 2.94226, -7.43652)
O (3.98113, 1.71813, -8.54196)
C (3.49601, 0.56878, -7.84804)
H (3.81016, 5.81405, -9.34386)
H (2.22577, 5.10513, -8.97071)
H (3.40177, 5.41001, -7.66397)
H (2.44985, 0.39020, -8.09467)
H (3.61213, 0.69148, -6.77279)
H (4.09196, -0.27690, -8.17665)
C (14.74601, -7.45238, 5.87022)
O (13.57541, -7.23323, 5.07688)
C (12.61533, -8.13866, 5.25975)
O (12.66174, -9.07807, 6.00697)
O (11.58996, -7.82060, 4.46700)
C (10.47665, -8.71561, 4.56127)
H (15.43526, -6.65098, 5.62254)
H (14.50438, -7.41119, 6.93014)
H (15.19946, -8.41118, 5.62830)
H (10.07384, -8.72140, 5.57174)
H (10.76781, -9.72223, 4.26866)
H (9.72264, -8.34032, 3.87456)
C (4.41128, 4.16541, 9.63919)
O (4.34290, 4.58433, 8.27269)
C (3.13382, 4.97424, 7.87928)
O (2.14066, 4.99745, 8.55870)
O (3.20795, 5.33775, 6.59814)
C (1.96520, 5.78136, 6.05327)
H (5.44312, 3.87933, 9.81751)
H (4.13916, 4.98166, 10.30490)
H (3.76076, 3.31057, 9.81162)
H (1.60434, 6.65754, 6.58944)
H (1.22082, 4.98848, 6.08890)
H (2.15352, 6.04897, 5.01784)
C (-4.35427, -4.66285, -0.61627)
O (-5.49932, -5.49292, -0.43289)
C (-6.41644, -4.96970, 0.38225)
O (-6.34093, -3.89628, 0.92500)
O (-7.42141, -5.83099, 0.48580)
C (-8.48776, -5.40086, 1.33794)
H (-3.69223, -5.18831, -1.29912)
H (-4.63824, -3.70698, -1.05256)
H (-3.84456, -4.50747, 0.33121)
H (-8.93388, -4.48296, 0.96065)
H (-8.13031, -5.25270, 2.35463)
H (-9.22606, -6.19618, 1.32452)
C (7.24064, -2.02551, 0.18894)
O (6.30207, -2.07955, -0.89384)
C (5.48748, -1.04262, -1.00441)
O (5.44989, -0.07272, -0.29488)
O (4.68519, -1.26993, -2.05413)
C (3.73859, -0.23862, -2.28811)
H (7.80984, -2.94663, 0.12853)
H (7.91348, -1.17686, 0.08746)
H (6.72304, -1.98041, 1.14572)
H (4.23643, 0.70691, -2.49994)
H (3.07913, -0.12651, -1.42935)
H (3.16003, -0.54777, -3.15667)

The value obtained for the strongest force on any atom is 1.1 eV/A. Its LUMO energy is -3.34 eV. Its frontier orbital gap is 0.311 Ha. Its charge is +1. Its HOMO energy is -11.815 eV.

---

No. 2
The following is a DFT calculation (wB97M-V/def2-TZVPD) of 4 unconnected molecules or ions with the total composition C44H96N3O17P4S in a non-equilibrium geometry.

Element x y z (Å)
C (11.16897, -4.29171, -2.35958)
C (9.66198, -3.84157, -2.03917)
C (9.58471, -2.71917, -0.90498)
C (10.21438, -1.33078, -1.41981)
C (9.27462, -0.14659, -0.88177)
C (9.29263, 1.09388, -1.91654)
C (7.86574, 1.25776, -2.59105)
C (6.70894, 1.69738, -1.54214)
C (6.07104, 3.04597, -2.10917)
C (4.64366, 3.38655, -1.48600)
C (4.55415, 3.19952, 0.09001)
C (4.07152, 1.75523, 0.56362)
C (2.47848, 1.56144, 0.40504)
C (1.77379, 1.23165, 1.81704)
C (0.72409, 0.04758, 1.72253)
P (-0.88507, 0.47598, 0.78699)
O (-0.30237, 0.17117, -0.82394)
C (-1.17380, -0.83557, -1.38742)
C (-2.58812, -0.37737, -1.93088)
C (-2.51477, 0.62988, -3.16018)
C (-2.12138, 2.11139, -2.75139)
O (-1.37612, 2.74952, -3.84002)
C (-0.00040, 2.49523, -3.72268)
C (1.07292, 3.67339, -3.84474)
O (0.47355, 1.36567, -3.56027)
C (-1.18463, -1.97525, -0.21276)
N (0.18985, -2.50991, -0.33597)
C (-2.32048, -3.09617, -0.31112)
C (-1.83926, -4.57675, 0.01032)
S (-0.95212, -5.43465, -1.36492)
C (-1.63000, -4.96725, -2.98570)
N (-2.93478, -4.92967, -3.48427)
N (-2.78329, -4.53440, -4.78046)
C (-1.43488, -4.32653, -5.10747)
O (-0.68821, -4.60282, -3.93930)
O (-1.46979, -1.17763, 0.96581)
H (11.20325, -4.54461, -3.46471)
H (11.42506, -5.17617, -1.70888)
H (11.82983, -3.39030, -2.14801)
H (9.05139, -4.72557, -1.67331)
H (9.19799, -3.41022, -2.98708)
H (10.13647, -3.02535, 0.04049)
H (8.49286, -2.59393, -0.60655)
H (10.26613, -1.35383, -2.55644)
H (11.29049, -1.20988, -1.06735)
H (9.60848, 0.18770, 0.15257)
H (8.18942, -0.47256, -0.82417)
H (10.02221, 0.83336, -2.75594)
H (9.67252, 2.03819, -1.41529)
H (7.58952, 0.24455, -3.02732)
H (7.85522, 1.99899, -3.45476)
H (7.11401, 1.79449, -0.49145)
H (5.90560, 0.90284, -1.63983)
H (6.76098, 3.90851, -1.84401)
H (5.91737, 2.95909, -3.23633)
H (4.44381, 4.49389, -1.68974)
H (3.80483, 2.81897, -1.98713)
H (3.85882, 3.94897, 0.59666)
H (5.58176, 3.37141, 0.53966)
H (4.41202, 1.64452, 1.64475)
H (4.55532, 0.90097, -0.00045)
H (2.04661, 2.49774, -0.05686)
H (2.23868, 0.71406, -0.31533)
H (2.62622, 0.85268, 2.48340)
H (1.38689, 2.16435, 2.33914)
H (0.41599, -0.20072, 2.79718)
H (1.27852, -0.86663, 1.34566)
H (-0.33411, 1.81816, 0.55757)
H (-1.34202, 0.94017, 2.10057)
H (-2.14917, 1.03332, 0.34137)
H (-0.73968, -1.40813, -2.26558)
H (-3.14000, -1.30287, -2.31575)
H (-3.27275, 0.04847, -1.12548)
H (-1.83973, 0.16528, -3.94274)
H (-3.55687, 0.64470, -3.62572)
H (-3.09843, 2.65588, -2.53666)
H (-1.51395, 2.12282, -1.79911)
H (2.09395, 3.19571, -3.98964)
H (0.88833, 4.31317, -4.75513)
H (1.09490, 4.23692, -2.86881)
H (0.36894, -2.93325, -1.24603)
H (0.45655, -3.11355, 0.44383)
H (-2.88314, -3.11332, -1.28950)
H (-3.09115, -2.83396, 0.48968)
H (-1.10962, -4.51818, 0.88108)
H (-2.71625, -5.19045, 0.40541)
H (-1.06457, -4.00208, -6.11100)
O (-3.06080, 2.78836, 3.86819)
P (-3.69047, 3.51491, 5.04802)
O (-4.69552, 4.52443, 4.17789)
C (-5.46869, 4.02942, 3.09188)
C (-6.82278, 3.50944, 3.54080)
O (-2.45921, 4.57922, 5.32541)
C (-1.14870, 4.31445, 4.83414)
C (-0.94779, 4.91913, 3.45494)
O (-4.35720, 4.13859, 6.48193)
C (-5.71847, 3.97400, 6.82481)
C (-6.08170, 2.52805, 7.08827)
H (-4.93882, 3.25583, 2.53363)
H (-5.62192, 4.86763, 2.40592)
H (-6.70855, 2.67829, 4.24040)
H (-7.40644, 3.16015, 2.68650)
H (-7.39550, 4.29251, 4.04403)
H (-0.94357, 3.24119, 4.83150)
H (-0.43581, 4.76597, 5.52954)
H (-1.76975, 4.68009, 2.77592)
H (-0.01682, 4.56509, 3.00915)
H (-0.90781, 6.01051, 3.52195)
H (-6.35856, 4.42746, 6.06847)
H (-5.88195, 4.55058, 7.74018)
H (-5.78319, 1.88013, 6.25923)
H (-7.15751, 2.42866, 7.24715)
H (-5.56758, 2.16364, 7.98129)
O (0.50046, -11.55566, 2.65625)
P (-0.40243, -11.09617, 1.51653)
O (-1.37862, -10.07211, 2.39783)
C (-0.82814, -9.15706, 3.33874)
C (-0.46627, -7.82727, 2.70152)
O (-1.38864, -12.42263, 1.47539)
C (-0.97405, -13.65559, 2.04612)
C (-1.41255, -13.76222, 3.49721)
O (-1.22520, -10.62498, 0.11169)
C (-1.20258, -9.29453, -0.37322)
C (0.17362, -8.86662, -0.83239)
H (0.04042, -9.57298, 3.85187)
H (-1.59526, -8.98700, 4.09922)
H (0.28958, -7.96045, 1.92394)
H (-0.07161, -7.13455, 3.44749)
H (-1.34124, -7.36386, 2.23978)
H (0.10608, -13.78741, 1.94530)
H (-1.44057, -14.46092, 1.47255)
H (-1.16722, -12.86397, 4.06885)
H (-0.94297, -14.62066, 3.98139)
H (-2.49785, -13.88116, 3.55727)
H (-1.61912, -8.61312, 0.36748)
H (-1.88496, -9.26111, -1.22718)
H (0.92918, -9.03790, -0.05883)
H (0.17115, -7.80918, -1.09901)
H (0.47783, -9.44246, -1.71049)
O (-5.10410, 6.39937, -3.38251)
P (-4.63935, 6.86513, -2.00668)
O (-4.43354, 8.48037, -2.37444)
C (-5.40697, 9.19253, -3.12613)
C (-6.47816, 9.80684, -2.24264)
O (-3.07097, 6.36939, -2.12565)
C (-2.68482, 5.37928, -3.07457)
C (-2.25380, 6.01567, -4.38501)
O (-4.24935, 7.21337, -0.39158)
C (-5.03616, 8.06197, 0.42062)
C (-6.40806, 7.48822, 0.70364)
H (-5.86912, 8.56662, -3.89133)
H (-4.87755, 9.99441, -3.64843)
H (-7.01988, 9.03407, -1.69241)
H (-7.19801, 10.36987, -2.84060)
H (-6.03828, 10.48966, -1.51219)
H (-3.48646, 4.65466, -3.22766)
H (-1.84371, 4.82700, -2.65447)
H (-2.97099, 6.76210, -4.73710)
H (-2.13242, 5.25773, -5.16040)
H (-1.30091, 6.53751, -4.25737)
H (-5.08908, 9.06060, -0.01211)
H (-4.49935, 8.17384, 1.36703)
H (-6.92390, 7.20364, -0.21845)
H (-7.01998, 8.21361, 1.24370)
H (-6.32403, 6.58663, 1.31563)

The value obtained for the strongest force on any atom is 8.7 eV/A. Its LUMO energy is 0.33 eV. Its frontier orbital gap is 0.158 Ha. Its charge is -1. Its HOMO energy is -3.979 eV.

---

> Among the records above, which one has the lowest charge?

C44H96N3O17P4S